70
Properties=species:S:1:pos:R:3:forces:R:3:mulliken_charge:R:1 method="wB97M-V/def2-TZVPD" total_energy_ev=-179647.8911 multiplicity=2 homo_ev="-0.615 / -2.201" charge=-2 gap_ev="5.1 / 6.7" e_above_lowest_ev=6.028 s_squared=0.7749
Cu -1.1348 0.0188 0.8910 1.48 0.56 -1.25 0.93
O 0.8306 0.4653 -1.2279 -0.48 0.01 -0.16 -0.52
C 0.9792 0.3729 -0.0732 1.33 0.13 0.13 0.13
C 1.9891 0.2725 0.8914 -0.45 0.04 0.37 1.12
C 3.3141 0.3846 0.3447 -0.03 -0.10 -0.14 -1.66
C 4.4188 0.3665 1.1450 -0.01 -0.02 0.02 -0.37
C 4.3002 0.1980 2.5402 -0.01 -0.02 0.07 -1.16
C 3.0328 0.0104 3.0801 0.01 0.09 -0.16 0.00
C 1.8726 0.0557 2.3187 -0.14 0.00 -0.07 0.19
P 0.2781 -0.4212 3.0693 0.54 -0.26 0.44 2.20
C 0.6990 -2.1631 3.5370 0.22 0.07 0.05 0.57
C 1.2232 -2.9610 2.5148 -0.14 0.01 -0.02 -0.45
C 1.5429 -4.2879 2.7378 0.02 0.00 -0.01 -0.73
C 1.3527 -4.8563 3.9917 -0.03 0.04 0.02 -0.51
C 0.8290 -4.0787 5.0109 -0.04 0.02 -0.01 -0.66
C 0.5081 -2.7430 4.7869 0.00 -0.02 0.02 -0.49
C 0.2113 0.4340 4.6883 -0.23 0.18 -0.17 0.83
C -0.8464 0.0860 5.5341 -0.07 -0.01 0.02 -0.82
C -1.1045 0.8023 6.6939 0.03 -0.01 -0.05 -0.91
C -0.3447 1.9221 7.0036 0.01 -0.03 -0.03 -0.61
C 0.6646 2.3175 6.1376 0.01 -0.01 0.04 -0.71
C 0.9415 1.5808 4.9946 0.10 -0.09 0.05 -0.97
H 3.4085 0.5040 -0.7272 0.02 0.03 0.01 0.40
H 5.4008 0.4796 0.6984 -0.02 0.02 -0.03 0.36
H 5.1771 0.1931 3.1748 0.00 -0.04 0.00 0.40
H 2.9365 -0.1827 4.1430 0.01 -0.03 0.01 0.50
H 1.3488 -2.5363 1.5263 0.01 -0.02 0.00 0.32
H 1.9286 -4.8880 1.9221 0.01 0.01 0.00 0.37
H 1.6011 -5.8960 4.1698 -0.01 -0.01 -0.02 0.34
H 0.6536 -4.5127 5.9892 0.04 0.02 0.02 0.39
H 0.1129 -2.1585 5.6070 0.03 -0.02 -0.02 0.32
H -1.5066 -0.7306 5.2553 0.02 0.06 0.03 0.46
H -1.9246 0.5052 7.3371 -0.02 0.00 -0.02 0.38
H -0.5559 2.4986 7.8966 -0.01 0.01 -0.01 0.36
H 1.2248 3.2222 6.3448 0.04 -0.03 -0.02 0.36
H 1.7216 1.9086 4.3199 0.00 0.02 -0.02 0.42
O -1.2430 2.7863 3.0539 -0.08 -0.42 0.12 -0.73
As -1.8890 2.1033 1.4941 -0.92 3.13 0.52 1.33
O -2.5517 3.4244 0.8075 -0.30 -0.33 -0.06 -0.95
O -0.3718 1.6327 0.8631 1.19 2.45 0.22 -0.89
C -2.9677 0.7662 2.4688 0.20 -0.65 -0.13 0.88
C -3.8023 1.3655 3.4042 0.06 0.05 -0.21 -1.05
C -4.5285 0.6140 4.3099 0.01 -0.02 0.06 -0.74
C -4.4232 -0.7667 4.2841 0.03 0.03 0.04 -0.59
C -3.6169 -1.3883 3.3443 0.29 0.12 0.04 -0.65
C -2.8506 -0.6509 2.4370 -0.70 0.25 -0.10 0.47
S -2.1812 -1.8715 1.1232 -1.59 -3.86 -0.25 1.62
O -3.3073 -1.9409 0.2240 0.01 0.27 0.00 -0.61
O -1.9974 -3.0776 1.9160 0.09 0.28 0.44 -0.87
O -0.8829 -1.6634 0.3782 -0.33 -2.24 -0.16 -0.69
H -0.3781 3.1378 2.8196 0.06 0.05 -0.02 0.30
H -3.8834 2.4448 3.3798 0.02 0.02 0.13 0.45
H -5.1586 1.1085 5.0399 -0.04 0.00 -0.02 0.37
H -4.9661 -1.3785 4.9958 -0.06 0.02 -0.02 0.33
H -3.5486 -2.4645 3.3027 -0.01 0.00 0.02 0.55
O -6.5535 -0.2181 -1.3394 -0.08 -0.11 0.03 -0.47
C -5.6175 -0.2510 -2.3310 0.04 0.04 -0.13 1.07
C -5.9766 -0.7225 -3.5949 -0.02 0.01 -0.03 -0.89
C -5.0634 -0.7435 -4.6373 0.00 -0.02 0.06 -0.40
C -3.7669 -0.3047 -4.4191 -0.01 0.04 -0.01 -0.86
C -3.4069 0.1418 -3.1535 -0.09 -0.02 -0.04 -0.39
C -4.3080 0.1852 -2.0943 -0.08 -0.04 0.13 0.05
C -3.8038 0.6738 -0.7313 -0.05 0.13 -0.20 0.75
O -4.6045 1.0145 0.1321 -0.16 -0.07 -0.02 -0.79
O -2.5333 0.7107 -0.6629 0.07 0.26 0.44 -1.01
H -7.3434 -0.6664 -1.6646 0.13 0.06 0.00 0.26
H -6.9921 -1.0761 -3.7598 0.00 0.02 0.03 0.21
H -5.3717 -1.1079 -5.6112 0.01 -0.01 0.00 0.34
H -3.0432 -0.3175 -5.2255 0.02 0.00 0.03 0.36
H -2.3982 0.4677 -2.9370 0.01 -0.03 0.01 0.48